Entry 1:
The following is a quantum chemistry calculation of a cluster of 4 separate species, C42H75FN3O10S3 in total in a non-equilibrium geometry, from the Open Molecules 2025 dataset.

Largest force on an atom = 0.0927 Eh/bohr
LUMO = -4.3537 eV
Electronic energy = -3855.686193 a.u.

```
! RIJCOSX wB97M-V def2-TZVPD def2/J DEFGRID3
* xyz 1 1
C -3.8508 0.8388 -0.9632
C -2.6324 1.5949 -0.8392
C -1.2815 1.1345 -0.1204
N -1.2156 1.3914 1.3603
C -1.4768 2.8155 1.7244
C -0.2520 3.8110 1.3174
O 0.4851 4.2721 2.4614
C 0.6692 5.7100 2.4773
C 2.1949 6.1408 2.8492
O 2.9071 6.6718 1.6644
C 3.4785 5.4946 1.0584
C 4.8188 4.8493 1.4583
C 5.2540 3.5351 0.7130
C 4.4322 2.8479 -0.3962
C 4.8060 1.4888 -1.1503
C 5.3590 1.9420 -2.6276
C 3.4393 0.6956 -1.4232
C 5.9798 0.6326 -0.4865
C 5.5868 -0.2548 0.7845
C 4.7490 0.4947 1.9243
C 7.0035 -0.6769 1.4873
C 4.8595 -1.6576 0.4356
C 3.0899 3.5516 -0.8230
C 2.6685 4.8397 -0.0831
C -2.1574 0.4606 1.9670
N -3.2992 0.9809 2.4722
N -1.8184 -0.9649 1.9375
C -1.5282 -1.4703 0.5488
C -2.8626 -2.1733 0.0083
C -3.0105 -3.5632 0.8505
C -2.0342 -4.7164 0.2748
O -4.3649 -4.0569 0.7004
C -0.8576 -0.3994 -0.4293
O 0.5827 -0.4349 -0.1476
C -1.0037 -0.7029 -1.9908
F -0.2455 0.2180 -2.8271
C -0.4705 -2.1800 -2.4101
C -1.1476 -2.7408 -3.7493
H -4.1142 0.4017 -1.9988
H -4.5327 0.6491 -0.0725
H -2.6421 2.6638 -1.2760
H -0.4370 1.7654 -0.5959
H -1.5022 2.8542 2.8805
H -2.4989 3.2188 1.3912
H 0.5051 3.2371 0.6545
H -0.7237 4.6283 0.6780
H 0.4364 6.2425 1.4970
H 0.0181 6.1080 3.3479
H 2.7854 5.2774 3.3002
H 2.1209 7.0440 3.5740
H 5.4540 5.3278 2.2751
H 6.2551 3.0750 1.0410
H 4.9172 2.9872 -2.8428
H 4.9621 1.1841 -3.3834
H 6.5120 1.9803 -2.5897
H 2.8149 0.7145 -0.4692
H 2.8267 1.1706 -2.2809
H 3.6414 -0.3860 -1.7775
H 6.3720 -0.0954 -1.2958
H 6.8780 1.3232 -0.2554
H 3.7808 0.9844 1.5758
H 5.4304 1.3365 2.3329
H 4.5375 -0.1752 2.8420
H 7.6592 0.2546 1.5178
H 6.8217 -1.1692 2.4975
H 7.4775 -1.4387 0.7579
H 4.7761 -1.8723 -0.6842
H 5.2925 -2.5265 1.0430
H 3.7676 -1.5423 0.8075
H 2.4036 3.1715 -1.6426
H 1.6675 5.3195 -0.3902
H -3.5236 0.8375 3.4641
H -3.9020 1.5846 1.8810
H -1.0241 -1.1621 2.5644
H -0.7542 -2.3180 0.6864
H -2.8404 -2.4910 -1.0849
H -3.8310 -1.5935 0.2554
H -2.8451 -3.3702 1.9713
H -2.4147 -5.1050 -0.7299
H -0.9579 -4.3730 0.1168
H -1.9892 -5.5879 1.0230
H -4.2923 -4.9860 0.3704
H 0.9184 -1.3527 -0.2279
H -2.0788 -0.6544 -2.3872
H 0.6655 -2.2054 -2.5542
H -0.6970 -2.9462 -1.5759
H -2.1086 -3.3250 -3.5590
H -1.3062 -1.9372 -4.5420
H -0.4000 -3.4996 -4.1951
C -0.2393 -9.0152 -3.7413
C -1.0019 -8.4276 -4.9305
C -1.3380 -6.9749 -4.5874
S -0.0644 -6.4203 -3.4596
O -0.6712 -6.1561 -2.1738
O 0.7767 -5.4522 -4.1288
C 0.8070 -7.9739 -3.3659
H 0.2203 -9.9742 -3.9882
H -0.9266 -9.1747 -2.9041
H -0.3667 -8.4583 -5.8216
H -1.9057 -8.9989 -5.1530
H -1.3361 -6.3408 -5.4747
H -2.2993 -6.8965 -4.0761
H 1.2122 -8.1133 -2.3640
H 1.6163 -7.9470 -4.0989
C -8.6436 -7.6419 -1.7859
C -8.5563 -6.4190 -0.8703
C -7.2922 -6.5705 -0.0217
S -6.1521 -7.5492 -0.9937
O -5.9414 -8.8104 -0.3232
O -5.0528 -6.7107 -1.4262
C -7.2498 -7.8185 -2.3739
H -9.3946 -7.5104 -2.5674
H -8.9171 -8.5242 -1.1985
H -8.4845 -5.5122 -1.4796
H -9.4435 -6.3211 -0.2411
H -6.8392 -5.6036 0.2023
H -7.4947 -7.1099 0.9051
H -7.0830 -8.8100 -2.7939
H -7.0387 -7.0518 -3.1229
C 1.9919 11.9309 4.9948
C 2.2952 11.6166 3.5286
C 1.8875 10.1636 3.2768
S 0.5722 9.8051 4.4368
O 1.0414 8.8043 5.3689
O -0.6734 9.6644 3.7159
C 0.5906 11.3919 5.2520
H 2.0537 13.0012 5.2011
H 2.7143 11.4196 5.6392
H 1.7088 12.2805 2.8852
H 3.3489 11.7768 3.2905
H 1.5219 10.0187 2.2597
H 2.7114 9.4763 3.4773
H 0.3654 11.2686 6.3111
H -0.1661 12.0198 4.7767
*
```

Entry 2:
The following is a quantum chemistry calculation of a cluster of 2 separate species, C3H5NO4 in total in a non-equilibrium geometry, from the Open Molecules 2025 dataset.

Largest force on an atom = 0.0660 Eh/bohr
LUMO = -0.0256 eV
Relative energy (zero: lowest compared OMol25 entry of this formula, charge and spin) = 76.3 kcal per mole
SMILES string = [NH3+]/C(O)=C/[O-].O=C=O
Electronic energy = -472.947906 a.u.

```
! RIJCOSX wB97M-V def2-TZVPD def2/J DEFGRID3
* xyz 0 1
N 0.6976 -1.1317 -0.0648
C 0.4416 0.2824 -0.1215
O -0.3719 0.4753 1.0900
C 1.4842 1.2272 -0.4584
O 1.4991 2.4531 -0.3777
H -0.1067 -1.3998 0.5634
H 1.6075 -1.3119 0.4193
H 0.5620 -1.6483 -1.0131
H 0.0582 1.1831 1.7324
H 2.3212 0.6802 -0.9956
O -3.4826 0.5755 -0.1914
C -2.6414 -0.1912 -0.2425
O -2.0690 -1.1938 -0.3400
*
```

| no. | Kohn-Sham gap (eV) |
| --- | --- |
| 1 | 5.528 |
| 2 | 7.375 |